Record 1
This record from OMol25 describes C20H28IrN5O as an isolated structure in a non-equilibrium geometry. The level of theory is the ωB97M-V functional and the def2-TZVPD basis.

Each line ends with the Mulliken spin population.
Geometry (Å):
Ir 0.03 0.14 0.32  1.654
C -3.37 0.52 -2.32  0.008
C -2.45 0.47 -1.16  0.232
N -1.11 0.14 -1.31  0.243
N -0.56 -0.09 -2.47  0.358
C 0.76 -0.31 -2.38  0.113
O 1.33 -0.19 -1.21  0.119
C 1.51 -0.71 -3.53  0.029
C 2.88 -0.98 -3.39  0.053
C 3.60 -1.46 -4.47  -0.013
C 2.96 -1.67 -5.69  0.105
C 1.60 -1.40 -5.84  -0.038
C 0.87 -0.91 -4.77  0.083
C -2.80 0.75 0.17  0.194
C -4.11 1.09 0.57  0.151
C -4.38 1.40 1.87  0.023
C -3.34 1.36 2.81  0.159
C -2.07 1.01 2.38  0.017
N -1.77 0.70 1.12  0.146
H -2.85 0.22 -3.23  0.005
H -3.77 1.53 -2.46  0.021
H -4.22 -0.14 -2.15  0.019
H 3.36 -0.81 -2.44  -0.002
H 4.65 -1.69 -4.37  0.000
H 3.52 -2.04 -6.54  0.003
H 1.12 -1.56 -6.79  0.000
H -0.18 -0.68 -4.87  0.001
H -4.89 1.12 -0.18  0.017
H -5.38 1.67 2.18  0.001
H -3.50 1.60 3.85  0.002
H -1.26 0.96 3.10  0.033
C -1.45 -2.49 1.55  -0.016
N -0.19 -2.24 0.86  0.255
C -0.11 -3.02 -0.37  -0.017
C 0.98 -2.48 1.74  -0.038
C 1.33 -1.26 2.58  0.017
N 1.65 -0.07 1.76  0.005
C 2.95 -0.25 1.08  0.012
C 1.75 1.12 2.63  0.003
H -1.55 -3.56 1.79  0.010
H -2.29 -2.20 0.92  -0.003
H -1.51 -1.93 2.48  0.004
H -0.09 -4.09 -0.15  0.004
H 0.80 -2.77 -0.92  0.005
H -0.97 -2.82 -1.00  0.006
H 1.82 -2.76 1.11  0.007
H 0.77 -3.31 2.42  0.004
H 2.19 -1.51 3.21  0.002
H 0.49 -1.00 3.24  0.000
H 3.73 -0.43 1.81  -0.001
H 3.19 0.64 0.51  -0.001
H 2.90 -1.08 0.38  0.000
H 2.52 0.97 3.39  0.000
H 0.81 1.32 3.13  -0.008
H 2.04 1.99 2.04  0.013

Results
- total energy (Eh) = -1231.6148
- HOMO (spin up / spin down) (eV) = -12.688 / -14.922
- 2S+1 = 5
- HOMO-LUMO gap (spin up / spin down) (eV) = 7.02 / 5.55
- charge = +2
- max |F| (eV/Å) = 1.9

Record 2
This record from OMol25 describes one molecule with the formula C19H11BrFN3O3S in a non-equilibrium geometry. The level of theory is the ωB97M-V functional and the def2-TZVPD basis.

Each line ends with the Löwdin charge.
Geometry (Å):
O -5.10 0.59 3.51  -0.342
O -3.56 2.08 4.72  -0.292
F 3.03 1.92 -0.13  0.105
Br 5.47 -3.58 0.18  0.710
N 0.95 0.42 1.72  0.229
O -2.48 -0.13 -1.21  0.089
C 1.21 -0.12 0.56  -0.224
C -0.62 -0.98 -4.28  -0.065
C 0.70 -1.23 -3.86  -0.065
C 4.80 0.36 -0.40  -0.048
C 5.31 -0.85 -0.28  -0.175
C -1.74 -0.69 -3.42  0.025
C 3.15 -1.68 0.66  0.004
C 0.98 -1.04 -2.48  0.014
C -1.37 1.02 2.66  0.043
C -3.05 0.56 1.09  0.011
C 3.53 0.70 0.05  -0.222
C 4.53 -1.92 0.28  -0.639
C -0.41 0.47 1.73  -0.150
C -1.50 -0.61 -2.05  -0.137
C -2.11 0.25 0.05  -0.125
C 2.63 -0.33 0.40  -0.103
C -0.11 -0.77 -1.60  -0.052
C -0.84 0.00 0.53  -0.172
C -2.68 1.00 2.35  -0.287
N 0.11 -0.34 -0.29  0.137
N -4.93 2.71 2.60  -0.077
S -4.00 1.53 3.47  0.674
H -0.70 -0.83 -5.32  0.086
H 1.62 -1.53 -4.43  0.124
H 5.37 1.26 -0.72  0.145
H 6.36 -0.98 -0.56  0.108
H -2.74 -0.47 -3.75  0.115
H 2.42 -2.53 0.96  0.150
H 1.96 -1.00 -2.08  0.092
H -1.14 1.29 3.60  0.081
H -4.14 0.31 0.86  0.150
H -5.19 2.32 1.72  0.026
H -5.75 2.84 3.16  0.057

Results
- total energy (Eh) = -4192.5680
- HOMO (eV) = -8.427
- HOMO-LUMO gap (eV) = 8.32
- max |F| (eV/Å) = 5.2

Record 3
This record from OMol25 describes C49H47Br3F3Li2N8O10 as an isolated structure in a non-equilibrium geometry. The level of theory is the ωB97M-V functional and the def2-TZVPD basis.

Each line ends with the Löwdin charge.
Geometry (Å):
Li 0.90 -0.57 -3.92  0.733
Li -1.56 -0.99 -2.61  0.610
C 0.46 -0.60 -0.27  -0.405
O -0.85 -1.10 0.08  -0.158
O 0.47 -0.51 -1.65  -0.332
C 0.91 0.65 0.65  -0.462
F 1.16 0.38 1.96  0.120
F 2.12 1.04 0.15  0.095
F 0.08 1.75 0.63  0.102
C -1.14 -1.55 1.45  -0.199
C -2.56 -2.19 1.45  -0.063
H -3.27 -1.62 0.84  0.006
H -2.45 -3.17 0.98  0.058
H -2.96 -2.27 2.46  0.082
H -1.15 -0.72 2.16  0.095
H -0.41 -2.25 1.84  0.122
H 1.08 -1.46 -0.01  0.136
C -7.03 -1.20 1.52  -1.492
Br -6.08 -1.98 -0.02  0.619
Br -5.73 0.09 2.28  0.578
Br -7.54 -2.57 2.80  0.600
H -7.92 -0.62 1.29  -0.012
C 2.02 4.59 5.81  -0.071
C 2.75 3.81 6.72  -0.048
C 3.43 2.66 6.32  0.004
C 3.29 2.21 5.00  -0.129
C 2.43 2.91 4.11  0.006
C 1.85 4.10 4.55  -0.099
N 3.83 0.89 4.67  -0.322
O 3.95 0.53 3.50  0.061
O 4.05 0.04 5.57  0.054
H 1.54 5.50 6.14  0.112
H 2.87 4.19 7.73  0.106
H 3.86 2.03 7.09  0.118
H 2.23 2.45 3.15  0.098
H 1.16 4.62 3.89  0.110
C 0.47 3.13 -2.61  -0.103
C -0.68 3.25 -3.36  -0.069
C -1.12 4.51 -3.83  0.032
C -0.33 5.66 -3.46  -0.121
C 0.86 5.49 -2.81  0.000
C 1.30 4.21 -2.37  -0.037
N -0.74 7.03 -3.89  -0.366
O -1.86 7.16 -4.30  0.095
O 0.12 7.89 -3.96  0.087
H 0.69 2.13 -2.26  0.067
H -1.23 2.36 -3.66  0.078
H -1.88 4.50 -4.60  0.113
H 1.52 6.31 -2.58  0.121
H 2.22 4.11 -1.81  0.106
C 6.47 -1.97 -1.76  -0.064
C 6.74 -3.29 -1.43  -0.082
C 5.88 -3.95 -0.62  -0.010
C 4.79 -3.28 -0.05  -0.101
C 4.48 -1.96 -0.42  0.005
C 5.34 -1.32 -1.28  -0.073
N 4.00 -3.97 1.00  -0.334
O 4.32 -5.11 1.39  0.049
O 3.14 -3.42 1.64  0.072
H 7.13 -1.45 -2.45  0.106
H 7.61 -3.75 -1.86  0.115
H 6.29 -4.92 -0.35  0.125
H 3.65 -1.42 0.01  0.107
H 5.21 -0.28 -1.54  0.097
C -1.63 2.10 3.46  -0.069
C -1.16 2.07 4.72  -0.084
C -2.02 2.34 5.73  -0.013
C -3.36 2.61 5.52  -0.094
C -3.91 2.51 4.20  -0.011
C -2.99 2.30 3.17  -0.069
N -4.29 3.12 6.58  -0.311
O -5.44 3.47 6.29  0.063
O -3.89 3.12 7.77  0.057
H -0.96 1.83 2.65  0.080
H -0.12 2.06 5.01  0.107
H -1.56 2.51 6.70  0.127
H -4.90 2.84 3.93  0.104
H -3.26 2.25 2.13  0.065
N -3.00 0.44 -2.11  0.010
C -3.28 0.96 -0.89  -0.130
C -4.19 1.89 -0.60  -0.076
C -4.80 2.45 -1.69  -0.055
C -4.57 2.04 -2.98  -0.035
C -3.65 1.02 -3.13  -0.166
H -2.74 0.48 -0.08  0.098
H -4.34 2.36 0.36  0.091
H -5.60 3.13 -1.46  0.122
H -5.07 2.53 -3.80  0.117
H -3.18 0.77 -4.07  0.102
N -2.40 -2.88 -2.63  -0.002
C -1.90 -4.05 -3.17  -0.138
C -2.65 -5.21 -3.43  -0.018
C -4.05 -5.15 -3.08  -0.015
C -4.59 -3.99 -2.54  -0.078
C -3.74 -2.94 -2.33  -0.183
H -0.85 -3.97 -3.42  0.090
H -2.24 -6.07 -3.93  0.108
H -4.71 -5.96 -3.35  0.111
H -5.62 -3.93 -2.22  0.086
H -4.27 -2.09 -1.93  0.024
N 0.29 -7.20 1.19  0.063
C 1.25 -7.48 0.27  -0.123
C 1.50 -6.76 -0.92  -0.072
C 0.76 -5.62 -1.09  -0.101
C -0.24 -5.27 -0.15  -0.058
C -0.46 -6.12 0.95  -0.143
H 1.84 -8.32 0.58  0.102
H 2.24 -7.09 -1.63  0.102
H 0.91 -5.02 -1.97  0.085
H -0.86 -4.41 -0.38  0.070
H -1.18 -5.88 1.72  0.099
N 2.59 0.59 -4.22  -0.028
C 3.14 1.49 -3.28  -0.105
C 4.34 2.21 -3.50  -0.045
C 5.09 2.00 -4.66  -0.056
C 4.57 1.14 -5.61  -0.037
C 3.37 0.42 -5.31  -0.139
H 2.78 1.47 -2.26  0.084
H 4.81 2.82 -2.75  0.112
H 5.92 2.63 -4.96  0.118
H 5.18 0.91 -6.47  0.109
H 2.91 -0.19 -6.07  0.098

Results
- total energy (Eh) = -11121.9392
- HOMO (eV) = -11.204
- HOMO-LUMO gap (eV) = 7.16
- charge = +1
- max |F| (eV/Å) = 3.6

Record 4
This record from OMol25 describes a 2-piece molecular cluster, C3H11N3S overall in a non-equilibrium geometry. The level of theory is the ωB97M-V functional and the def2-TZVPD basis.

Each line ends with the Löwdin charge.
Geometry (Å):
C 1.45 -1.62 2.35  -0.234
C -0.14 -1.38 0.45  0.104
C -2.14 2.01 -3.70  -0.323
N 0.96 -1.06 0.94  0.057
N 2.26 -0.73 2.96  0.020
N -1.04 0.37 -1.80  -0.217
S -1.42 0.48 -3.32  1.193
H 0.43 -1.81 2.72  0.124
H 1.92 -2.70 2.09  0.194
H -0.29 -1.14 -0.60  0.062
H -0.87 -1.85 1.13  0.140
H -2.86 2.00 -4.57  0.106
H -1.35 2.80 -3.78  0.105
H -2.80 2.50 -2.89  0.121
H 1.51 -0.33 0.52  0.163
H 3.33 -0.76 2.79  0.162
H 1.94 -0.20 3.82  0.143
H -1.24 1.05 -1.07  0.078

Results
- total energy (Eh) = -682.5868
- HOMO (spin up / spin down) (eV) = -16.727 / -16.727
- HOMO-LUMO gap (spin up / spin down) (eV) = 5.61 / 5.61
- charge = +2
- max |F| (eV/Å) = 3.5